The following is a quantum chemistry calculation of a molecular structure, C5H13N2O, from the Open Molecules 2025 dataset.

Values from the calculation:
molar mass: 117.17 g/mol
relative energy (zero: lowest compared OMol25 entry of this formula, charge and spin): 306.8 kJ/mol
Kohn-Sham gap: 5.8 eV
E_HOMO: -2.37 eV

Geometry as ORCA input:
```
! wB97M-V def2-TZVPD RIJCOSX def2/J DEFGRID3
* xyz -1 1
C -0.65 1.21 2.03
O -1.96 1.04 1.84
C 0.25 0.18 1.32
C 0.20 0.32 -0.20
C 1.20 -0.57 -0.96
C 1.22 -0.13 -2.49
N -0.16 -0.72 -2.92
N -0.27 -1.19 1.63
H -0.28 2.24 1.75
H -0.35 1.10 3.13
H 1.29 0.23 1.65
H -0.79 0.19 -0.63
H 0.49 1.36 -0.37
H 2.16 -0.33 -0.50
H 1.02 -1.64 -0.91
H 2.21 -0.38 -2.90
H 1.09 0.95 -2.59
H -0.12 -0.74 -3.95
H 0.73 -1.33 -2.91
H -1.26 -1.05 1.44
H -0.23 -1.31 2.64
*
```